A molecular structure, C28H28N5PdS2Si. Source: OMol25; level of theory: the ωB97M-V functional and the def2-TZVPD basis.

The HOMO energy (alpha / beta) comes out at -16.2 / -16.2 eV. Its net charge is +3. The value obtained for the frontier orbital gap (alpha / beta) is 4.525 / 4.524 eV. As for the spin multiplicity: 1.

XYZ file:
```
65
Properties=species:S:1:pos:R:3:nbo_charge:R:1
Pd 0.0394 0.0224 -0.0817 0.6052
C 5.0121 -1.0076 -0.5162 -0.4201
N 4.2830 -0.6261 0.7064 -0.2810
C 4.8563 -0.1485 1.8670 0.0004
C 3.8603 0.0917 2.7415 -0.0444
N 2.6742 -0.2592 2.1054 -0.3393
C 2.9583 -0.6845 0.8590 0.2359
S 1.9019 -1.2416 -0.3797 0.1510
C 1.4089 -0.3030 2.7380 0.3802
C 1.3264 -0.5675 4.0905 -0.2235
C 0.0761 -0.5835 4.6876 -0.0722
C -1.0521 -0.3488 3.9154 -0.2069
C -0.8882 -0.1111 2.5703 0.0549
N 0.3262 -0.0971 1.9851 -0.4674
H 6.0749 -0.8833 -0.3363 0.2582
H 4.6993 -0.3659 -1.3381 0.2461
H 4.8061 -2.0459 -0.7628 0.2423
H 5.9212 -0.0299 1.9771 0.2794
H 3.8918 0.5111 3.7316 0.2737
H 2.2172 -0.7796 4.6640 0.2662
H -0.0128 -0.7877 5.7468 0.2727
H -2.0418 -0.3494 4.3494 0.2740
H -1.7372 0.0744 1.9230 0.2358
C 3.3809 3.2238 -3.6296 -0.1518
C 2.5950 2.0797 -3.7052 -0.1934
C 1.6845 1.8040 -2.6979 -0.1997
C 1.5753 2.6623 -1.5938 -0.5919
C 2.3813 3.8054 -1.5194 -0.1191
C 3.2921 4.0698 -2.5319 -0.2039
Si 0.4680 2.3689 -0.1672 1.3885
C -1.2113 2.9495 -0.4907 -0.6058
C -1.7673 3.9025 0.3984 -0.0947
C -3.0618 4.3373 0.2107 -0.2144
C -3.8121 3.8537 -0.8632 -0.0918
C -3.2872 2.9034 -1.7363 -0.2031
C -1.9927 2.4593 -1.5642 -0.1660
H 4.0465 3.4739 -4.4451 0.2479
H 2.6902 1.4136 -4.5527 0.2346
H 1.0695 0.9124 -2.7635 0.1941
H 2.3028 4.4917 -0.6830 0.2212
H 3.9212 4.9474 -2.4675 0.2482
H 0.9964 3.0329 1.0390 -0.1468
H -1.1823 4.3030 1.2180 0.2249
H -3.4918 5.0579 0.8933 0.2531
H -4.8023 4.2528 -1.0416 0.2519
H -3.8836 2.5367 -2.5608 0.2466
H -1.5695 1.7583 -2.2707 0.2236
N -1.0314 -2.4439 -3.3624 -0.7382
C -1.6284 -2.4063 -2.1727 0.3799
S -1.7230 -0.8405 -1.3875 -0.2038
N -2.1406 -3.5109 -1.6789 -0.5187
C -2.8779 -3.8306 -0.4808 0.1838
C -2.9616 -5.1865 -0.1954 -0.2414
C -3.6548 -5.6161 0.9229 -0.1655
C -4.2744 -4.6923 1.7517 -0.1783
C -4.2196 -3.3432 1.4381 -0.1748
C -3.5120 -2.8991 0.3286 -0.2758
H -0.7050 -1.5955 -3.7931 0.4346
H -0.9742 -3.2911 -3.9101 0.4283
H -1.9735 -4.3379 -2.2420 0.4228
H -2.4968 -5.9131 -0.8534 0.2262
H -3.7140 -6.6729 1.1442 0.2498
H -4.8051 -5.0239 2.6336 0.2460
H -4.7434 -2.6262 2.0567 0.2306
H -3.5079 -1.8495 0.0824 0.2212
```

A molecular structure, C28H29B3N4O25Pb4. Source: OMol25; level of theory: the ωB97M-V functional and the def2-TZVPD basis.

The HOMO energy comes out at -15.2 eV. Its net charge is +4. The value obtained for the frontier orbital gap is 1.215 eV. As for the spin multiplicity: 1.

XYZ file:
```
93
Properties=species:S:1:pos:R:3:lowdin_charge:R:1
Pb 3.4151 14.6724 -1.7988 1.7711
Pb 5.5611 9.1436 -17.8442 1.5912
Pb 4.2709 3.5823 -14.5764 1.2119
Pb -0.6954 6.3807 -15.4258 1.3112
O 5.2731 9.7856 -12.1486 0.0953
C 5.3043 9.4944 -10.9551 -0.3140
O 5.9902 10.0281 -9.8773 0.2151
B 5.5699 9.3292 -8.6494 -0.9324
O 4.6382 8.2501 -9.0766 0.2080
C 4.4455 8.3127 -10.4412 -0.3034
O 3.7798 7.6225 -11.2374 0.0626
O 4.9281 10.1831 -7.7142 0.2394
C 5.4774 10.1225 -6.4578 -0.2597
O 5.1024 10.7211 -5.4458 0.1326
C 6.8289 9.3983 -6.7172 -0.3088
O 6.7388 8.8002 -7.9033 0.2292
O 7.7978 9.2352 -5.9507 0.1507
O -3.8535 6.3310 -7.7534 0.2027
C -2.9838 7.1927 -7.5575 -0.2201
O -2.8148 8.0293 -6.4840 0.2685
B -2.0336 9.1557 -6.8402 -0.9126
O -1.5248 8.8616 -8.2082 0.2353
C -2.0578 7.7518 -8.7299 -0.2691
O -1.8611 7.2835 -9.8718 0.1340
O -0.9375 9.5635 -5.9113 0.2305
C -0.9921 10.8982 -5.6467 -0.2831
O -0.2068 11.5786 -4.9978 0.1494
C -2.3954 11.3126 -6.2389 -0.3037
O -2.9644 10.2816 -6.8995 0.2634
O -2.7423 12.4580 -6.1613 0.2307
O -1.3723 18.5935 -15.5787 0.2915
C -1.5238 17.4226 -15.7335 -0.2683
O -0.9275 16.3839 -15.0264 0.2447
B -1.0890 15.1144 -15.7553 -0.8769
O -1.8955 15.4158 -16.9485 0.2196
C -2.3254 16.8096 -16.8940 -0.1848
O -3.0033 17.4587 -17.6497 0.2837
O -1.6600 14.0016 -14.9344 0.2210
C -0.7883 12.9325 -15.0121 -0.2116
O -0.8662 11.7277 -14.5288 0.0591
C 0.3038 13.3301 -16.0781 -0.3402
O 0.1456 14.6186 -16.4122 0.2327
O 1.2044 12.6155 -16.4924 0.1209
O 2.8623 6.5784 -17.0442 -0.5271
H 3.2012 6.0005 -17.7553 -0.1264
C 3.7548 5.8426 -0.5613 -0.1029
C 2.6985 6.5637 -1.5126 -0.1816
C 1.6475 7.4124 -0.6178 -0.1634
C 2.1575 8.7557 -0.3145 -0.2398
N 2.5026 9.8489 -0.1356 0.0916
H 4.2261 4.9380 -0.9456 0.0635
H 3.4659 5.5832 0.4572 0.0701
H 4.6599 6.4419 -0.4628 0.0611
H 2.0103 5.8122 -1.8995 0.0899
H 3.2387 7.0567 -2.3209 0.0995
H 1.3287 6.8778 0.2770 0.1199
H 0.7372 7.5934 -1.1893 0.1088
C 13.3749 9.6602 -9.0511 -0.0815
C 13.4666 9.9504 -7.4440 -0.2142
C 13.6628 11.4209 -7.1587 -0.2319
C 13.9490 11.6560 -5.7316 -0.2207
N 14.0883 11.8893 -4.5817 0.1320
H 13.3023 8.5778 -9.1572 0.0525
H 14.1782 10.0229 -9.6924 0.0636
H 12.4404 9.9700 -9.5189 0.0514
H 14.1476 9.2265 -6.9963 0.1112
H 12.4869 9.8858 -6.9706 0.1001
H 12.7805 12.0238 -7.3734 0.1203
H 14.5161 11.8281 -7.7011 0.1175
C 9.9755 0.9572 -8.5975 -0.0819
C 10.3292 2.4241 -8.2437 -0.2789
C 9.2014 3.3763 -8.3270 -0.2067
C 8.2132 3.1746 -9.4459 -0.2050
N 7.4756 3.0271 -10.3262 0.0955
H 9.4730 0.8067 -9.5530 0.0671
H 9.3138 0.5908 -7.8127 0.0764
H 10.9008 0.3975 -8.4606 0.0774
H 11.2023 2.7887 -8.7848 0.1084
H 10.6939 2.5678 -7.2266 0.1159
H 9.5167 4.3989 -8.1198 0.1232
H 8.6242 3.1806 -7.4233 0.1185
C 8.7119 15.9776 -12.8439 -0.1390
C 9.9837 15.3546 -13.2636 -0.2780
C 9.8501 13.7975 -13.1879 -0.1577
C 9.0628 13.2861 -14.3410 -0.2278
N 8.5687 12.9478 -15.3281 0.1040
H 8.8580 17.0550 -12.9205 0.0875
H 8.4395 15.5922 -11.8614 0.0785
H 7.9254 15.6817 -13.5382 0.0755
H 10.7699 15.7194 -12.6026 0.1151
H 10.1390 15.8240 -14.2350 0.1194
H 9.4599 13.5019 -12.2140 0.1162
H 10.8890 13.5135 -13.3559 0.1154
```

A molecular structure, C28H29BrCrIN3PSSe2. Source: OMol25; level of theory: the ωB97M-V functional and the def2-TZVPD basis.

The HOMO energy (alpha / beta) comes out at -10.3 / -10.9 eV. Its net charge is +1. The value obtained for the frontier orbital gap (alpha / beta) is 7.832 / 8.695 eV. As for the spin multiplicity: 5. The energy relative to the best compared isomer or geometry (same formula, charge and spin) comes out at 0.098 eV.

XYZ file:
```
67
Properties=species:S:1:pos:R:3:mulliken_spin:R:1
Cr -1.0215 -0.2574 -1.1196 3.9844
Se 1.4175 0.4710 -0.9759 -0.0176
P 0.9592 0.6890 1.1502 -0.0071
Se -0.8750 -0.3577 1.6305 0.0537
C 0.8412 2.4366 1.6035 -0.0037
C -0.3295 2.9888 2.1053 0.0007
C -0.3480 4.3139 2.5156 0.0011
C 0.7959 5.0868 2.4126 0.0001
C 1.9631 4.5410 1.8897 -0.0014
C 1.9882 3.2200 1.4874 0.0014
C 2.3436 0.0786 2.1412 0.0038
C 3.4035 -0.6277 1.5922 -0.0006
C 4.4249 -1.0851 2.4120 0.0010
C 4.3852 -0.8420 3.7753 -0.0002
C 3.3220 -0.1372 4.3279 0.0013
C 2.3043 0.3229 3.5147 0.0010
H -1.2162 2.3747 2.1972 -0.0001
H -1.2576 4.7372 2.9181 -0.0001
H 0.7843 6.1177 2.7409 0.0001
H 2.8567 5.1444 1.8072 -0.0001
H 2.9055 2.7944 1.0959 0.0000
H 3.4384 -0.8147 0.5264 -0.0008
H 5.2540 -1.6289 1.9813 0.0000
H 5.1832 -1.1993 4.4112 0.0000
H 3.2920 0.0552 5.3917 0.0001
H 1.4777 0.8758 3.9461 0.0010
C -3.3165 -4.0761 -1.3221 0.0011
N -3.4145 -3.2438 -0.1415 0.0042
C -3.7907 -3.8158 1.1543 0.0012
C -3.9244 -2.5749 2.0566 -0.0001
N -3.9440 -1.4991 1.0727 0.0072
C -3.5827 -1.9217 -0.1379 -0.0078
S -3.4008 -0.8739 -1.4816 -0.0044
H -2.4991 -4.7890 -1.2057 -0.0005
H -3.1245 -3.4420 -2.1846 -0.0010
H -4.2485 -4.6248 -1.4711 -0.0002
H -3.0216 -4.5067 1.4998 -0.0004
H -4.7315 -4.3630 1.0515 -0.0004
H -3.0709 -2.4624 2.7290 0.0011
H -4.8432 -2.5820 2.6400 0.0000
H -3.9416 -0.5150 1.2870 0.0033
Br -2.5562 4.9653 -0.4404 0.0003
C -0.8466 4.7424 -1.1990 0.0018
C 0.0866 5.7566 -1.0204 0.0020
C 1.3529 5.6392 -1.5612 -0.0014
C 1.7039 4.5092 -2.2833 0.0009
C 0.7776 3.4999 -2.4752 -0.0034
C -0.4968 3.6162 -1.9318 0.0011
I -1.8874 2.1114 -2.3326 0.0097
H -0.1915 6.6353 -0.4567 0.0001
H 2.0667 6.4386 -1.4179 0.0000
H 2.6929 4.4148 -2.7071 0.0002
H 1.0400 2.6194 -3.0412 0.0040
N -0.3958 -2.3155 -1.0679 -0.0266
C -0.0292 -3.0101 -2.2863 -0.0316
C -0.4131 -2.4811 -3.5067 0.0757
C -0.0821 -3.1465 -4.6797 0.0194
C 0.6316 -4.3328 -4.6282 0.0013
C 1.0185 -4.8570 -3.4022 -0.0007
C 0.6878 -4.1986 -2.2294 -0.0052
H 0.4034 -2.2565 -0.4388 -0.0002
H -1.1068 -2.8440 -0.5668 0.0041
H -0.9781 -1.5545 -3.5475 -0.0754
H -0.3813 -2.7320 -5.6322 0.0011
H 0.8912 -4.8484 -5.5418 0.0005
H 1.5812 -5.7787 -3.3597 0.0000
H 0.9926 -4.6005 -1.2713 0.0007
```

The calculation returns the following electronic energy values, one per record and in order: -69943.4671; -109621.8655; -291357.0050 eV.
The calculation returns the following M values, one per record and in order: 633.207; 1682.779; 887.326 u.